No. 1
Entry from the Open Molecules 2025 dataset: 2 unconnected molecules or ions with the total composition C2H3O2 (ωB97M-V with the def2-TZVPD basis set).

Structure (XYZ):
```
7
Properties=species:S:1:pos:R:3
C -1.90 0.03 0.35
C 1.50 0.18 -0.21
O -2.16 1.09 -0.10
O -2.01 -0.95 1.03
H 2.08 0.15 -1.19
H 0.46 0.11 -0.36
H 2.03 -0.61 0.48
```

## Properties
Total charge: -1
Energy above the lowest of the compared OMol25 structures with the same formula, charge and spin (kJ/mol): 308.4
E_HOMO (eV): -0.620
2S+1: 1
Kohn-Sham gap (eV): 4.0

Quick look at the Mulliken charges, all values in e: atom 1 (C): 0.69, atom 2 (C): -0.11, atom 3 (O): -0.41, atom 4 (O): -0.37, atom 5 (H): -0.11, atom 6 (H): -0.60, atom 7 (H): -0.09

No. 2
Entry from the Open Molecules 2025 dataset: 5 unconnected molecules or ions with the total composition C33H49F7N4O2S (ωB97M-V with the def2-TZVPD basis set).

Structure (XYZ):
```
96
Properties=species:S:1:pos:R:3
C -1.58 -1.41 -2.52
C -0.58 -0.16 -2.42
C 0.85 -0.43 -3.12
C 1.98 -0.97 -2.11
C 1.40 -1.81 -0.87
C 2.58 -2.81 -0.37
C 3.03 -2.53 1.16
C 3.54 -3.96 1.74
C 2.49 -4.54 2.81
C 3.17 -4.40 4.27
C 2.09 -4.48 5.46
S 0.99 -2.98 5.37
O 2.85 -4.40 6.69
C 2.06 -4.80 7.83
C 1.76 -3.56 8.81
O 2.13 -3.95 10.18
C 1.42 -3.02 11.01
C 2.03 -2.93 12.50
F 2.16 -4.25 12.97
F 1.05 -2.20 13.24
C 3.46 -2.21 12.50
F 4.35 -3.11 11.84
F 3.48 -1.04 11.70
C 4.10 -1.94 13.93
F 3.23 -1.38 14.86
F 4.77 -3.07 14.43
F 5.12 -0.98 13.73
H -1.14 -2.22 -3.20
H -2.64 -1.14 -2.83
H -1.61 -1.89 -1.47
H -1.07 0.70 -3.00
H -0.45 0.22 -1.35
H 0.77 -1.12 -4.03
H 1.22 0.60 -3.48
H 2.64 -0.15 -1.67
H 2.62 -1.71 -2.71
H 1.14 -1.12 0.01
H 0.53 -2.50 -1.16
H 3.53 -2.69 -1.00
H 2.25 -3.89 -0.44
H 2.17 -2.09 1.76
H 3.89 -1.78 1.21
H 3.75 -4.70 0.89
H 4.52 -3.76 2.27
H 1.47 -4.06 2.77
H 2.39 -5.66 2.59
H 3.70 -3.39 4.30
H 3.91 -5.26 4.41
H 1.51 -5.45 5.36
H -0.34 -3.34 5.51
H 2.64 -5.59 8.39
H 1.02 -5.18 7.50
H 2.31 -2.62 8.46
H 0.63 -3.38 8.83
H 1.34 -1.96 10.58
H 0.34 -3.39 11.12
N -2.66 2.78 -4.94
C -1.80 3.57 -5.66
C -1.78 4.81 -5.07
C -2.66 4.77 -3.96
C -3.18 3.51 -3.90
H -2.87 1.82 -5.14
H -1.28 3.18 -6.52
H -1.20 5.66 -5.41
H -2.88 5.58 -3.28
H -3.88 3.06 -3.21
N -2.11 0.97 -10.74
C -2.23 2.27 -11.16
C -2.73 3.01 -10.12
C -2.92 2.13 -9.03
C -2.52 0.88 -9.43
H -1.77 0.20 -11.29
H -1.95 2.55 -12.17
H -2.94 4.07 -10.15
H -3.30 2.38 -8.05
H -2.50 -0.07 -8.91
N -0.03 8.15 -3.83
C 1.16 7.92 -3.20
C 2.08 8.83 -3.69
C 1.41 9.63 -4.64
C 0.11 9.19 -4.71
H -0.88 7.63 -3.67
H 1.26 7.14 -2.46
H 3.11 8.90 -3.39
H 1.83 10.44 -5.22
H -0.73 9.53 -5.30
N -7.26 1.53 -5.08
C -5.96 1.61 -5.51
C -5.67 0.46 -6.21
C -6.84 -0.33 -6.21
C -7.81 0.35 -5.51
H -7.74 2.23 -4.54
H -5.35 2.47 -5.27
H -4.72 0.23 -6.67
H -6.97 -1.30 -6.68
H -8.83 0.10 -5.28
```

## Properties
E_HOMO (eV): -8.180
2S+1: 1
Kohn-Sham gap (eV): 8.6

Quick look at the Mulliken charges, all values in e: atom 1 (C): -0.96, atom 2 (C): 0.07, atom 3 (C): -0.65, atom 4 (C): -0.64, atom 5 (C): -0.04, atom 6 (C): -0.70, atom 7 (C): -0.65, atom 8 (C): -0.90, atom 9 (C): -0.54, atom 10 (C): -0.86, atom 11 (C): -0.04, atom 12 (S): -0.28, atom 13 (O): -0.35, atom 14 (C): -0.47, atom 15 (C): -0.33, atom 16 (O): -0.34, atom 17 (C): -0.77, atom 18 (C): 0.65, atom 19 (F): -0.26, atom 20 (F): -0.29, atom 21 (C): 0.73, atom 22 (F): -0.26, atom 23 (F): -0.29, atom 24 (C): 0.57, atom 25 (F): -0.21, atom 26 (F): -0.22, atom 27 (F): -0.26, atom 28 (H): 0.27, atom 29 (H): 0.33, atom 30 (H): 0.20, atom 31 (H): -0.10, atom 32 (H): 0.28, atom 33 (H): 0.34, atom 34 (H): 0.26, atom 35 (H): 0.20, atom 36 (H): 0.29, atom 37 (H): 0.28, atom 38 (H): -0.02, atom 39 (H): 0.25, atom 40 (H): 0.36, atom 41 (H): 0.39, atom 42 (H): 0.26, atom 43 (H): 0.52, atom 44 (H): 0.42, atom 45 (H): 0.39, atom 46 (H): 0.30, atom 47 (H): 0.37, atom 48 (H): 0.24, atom 49 (H): 0.40, atom 50 (H): 0.15, atom 51 (H): 0.33, atom 52 (H): 0.26, atom 53 (H): 0.29, atom 54 (H): 0.32, atom 55 (H): 0.36, atom 56 (H): 0.38, atom 57 (N): 0.25, atom 58 (C): -0.98, atom 59 (C): -0.18, atom 60 (C): -0.20, atom 61 (C): -0.97, atom 62 (H): 0.19, atom 63 (H): 0.55, atom 64 (H): 0.44, atom 65 (H): 0.40, atom 66 (H): 0.49, atom 67 (N): 0.01, atom 68 (C): -0.40, atom 69 (C): -0.90, atom 70 (C): 0.05, atom 71 (C): -0.73, atom 72 (H): 0.18, atom 73 (H): 0.37, atom 74 (H): 0.38, atom 75 (H): 0.66, atom 76 (H): 0.37, atom 77 (N): 0.02, atom 78 (C): -0.39, atom 79 (C): -0.46, atom 80 (C): -0.42, atom 81 (C): -0.44, atom 82 (H): 0.20, atom 83 (H): 0.36, atom 84 (H): 0.38, atom 85 (H): 0.39, atom 86 (H): 0.35, atom 87 (N): 0.00, atom 88 (C): -0.75, atom 89 (C): 0.12, atom 90 (C): -0.80, atom 91 (C): -0.43, atom 92 (H): 0.18, atom 93 (H): 0.52, atom 94 (H): 0.41, atom 95 (H): 0.38, atom 96 (H): 0.38

No. 3
Entry from the Open Molecules 2025 dataset: 2 unconnected molecules or ions with the total composition C23H31N2O7PS (ωB97M-V with the def2-TZVPD basis set).

Structure (XYZ):
```
65
Properties=species:S:1:pos:R:3
C -4.51 0.66 1.32
O -4.69 -0.65 1.82
C -5.17 -1.58 0.88
C -4.25 -2.79 0.82
C -2.85 -2.44 0.28
C -2.43 -3.41 -0.83
C -1.27 -2.89 -1.71
C -1.72 -2.58 -3.15
C -1.40 -1.17 -3.67
C -1.77 -0.02 -2.73
C -0.88 1.22 -2.85
C 0.61 0.90 -2.78
C 1.44 2.02 -2.16
C 2.84 1.51 -1.86
N 3.66 2.47 -1.09
C 2.94 3.18 -0.07
O 2.45 4.26 -0.20
C 2.99 2.35 1.17
C 2.23 2.40 2.34
C 2.52 1.44 3.30
C 3.50 0.50 3.11
O 3.72 -0.46 4.14
C 2.81 -1.36 4.17
N 2.00 -2.17 4.16
C 4.30 0.46 1.96
P 5.62 -0.72 1.58
S 6.26 -1.95 2.96
C 4.00 1.42 0.99
C 4.60 1.65 -0.34
O 5.65 1.29 -0.79
H -4.47 1.33 2.17
H -3.58 0.72 0.77
H -5.35 0.97 0.69
H -5.26 -1.14 -0.12
H -6.17 -1.93 1.15
H -4.20 -3.18 1.83
H -4.74 -3.54 0.21
H -2.17 -2.58 1.11
H -2.85 -1.41 -0.06
H -3.30 -3.66 -1.43
H -2.12 -4.33 -0.33
H -0.53 -3.68 -1.73
H -0.81 -2.04 -1.23
H -2.76 -2.81 -3.32
H -1.17 -3.27 -3.80
H -0.36 -1.14 -3.99
H -1.99 -1.03 -4.58
H -2.78 0.29 -3.00
H -1.83 -0.32 -1.69
H -1.14 1.91 -2.05
H -1.10 1.69 -3.81
H 0.74 0.01 -2.16
H 1.00 0.67 -3.77
H 0.94 2.42 -1.28
H 1.51 2.83 -2.88
H 3.34 1.35 -2.81
H 2.77 0.53 -1.38
H 1.42 3.17 2.56
H 1.92 1.50 4.24
H 6.68 0.03 1.07
H 5.14 -1.43 0.46
C -0.01 3.64 4.60
O 0.03 3.93 3.33
O -0.90 4.14 5.37
O 0.88 2.80 5.11
```

## Properties
Total charge: -2
E_HOMO (eV): 0.724
2S+1: 1
Kohn-Sham gap (eV): 3.1

Quick look at the Mulliken charges, all values in e: atom 1 (C): -0.58, atom 2 (O): -0.36, atom 3 (C): -0.58, atom 4 (C): -0.80, atom 5 (C): 0.37, atom 6 (C): -1.02, atom 7 (C): -0.69, atom 8 (C): -0.92, atom 9 (C): -0.71, atom 10 (C): -0.19, atom 11 (C): -0.99, atom 12 (C): -0.56, atom 13 (C): -0.59, atom 14 (C): -0.82, atom 15 (N): 0.01, atom 16 (C): -0.40, atom 17 (O): -0.50, atom 18 (C): 0.41, atom 19 (C): -0.92, atom 20 (C): -0.50, atom 21 (C): 0.66, atom 22 (O): -0.47, atom 23 (C): 0.55, atom 24 (N): -0.50, atom 25 (C): 0.02, atom 26 (P): 0.21, atom 27 (S): -0.43, atom 28 (C): 0.47, atom 29 (C): 0.02, atom 30 (O): -0.58, atom 31 (H): 0.30, atom 32 (H): 0.18, atom 33 (H): 0.29, atom 34 (H): 0.39, atom 35 (H): 0.35, atom 36 (H): 0.36, atom 37 (H): 0.39, atom 38 (H): 0.25, atom 39 (H): -0.35, atom 40 (H): 0.47, atom 41 (H): 0.26, atom 42 (H): 0.61, atom 43 (H): 0.40, atom 44 (H): 0.44, atom 45 (H): 0.34, atom 46 (H): 0.27, atom 47 (H): 0.40, atom 48 (H): 0.48, atom 49 (H): -0.19, atom 50 (H): 0.48, atom 51 (H): 0.38, atom 52 (H): 0.24, atom 53 (H): 0.33, atom 54 (H): 0.57, atom 55 (H): 0.19, atom 56 (H): 0.27, atom 57 (H): 0.39, atom 58 (H): 1.03, atom 59 (H): 0.76, atom 60 (H): 0.10, atom 61 (H): 0.10, atom 62 (C): 0.52, atom 63 (O): -0.89, atom 64 (O): -0.86, atom 65 (O): -0.86

No. 4
Entry from the Open Molecules 2025 dataset: a single C4H7NO molecule (ωB97M-V with the def2-TZVPD basis set).

Structure (XYZ):
```
13
Properties=species:S:1:pos:R:3
O -0.71 0.85 2.90
C -0.75 0.73 1.70
C -0.11 -0.42 0.96
N -0.49 -0.41 -0.44
C 0.53 -0.85 -1.39
C 0.15 0.59 -1.28
H -1.26 1.49 1.05
H -0.43 -1.36 1.43
H 0.99 -0.34 1.13
H 0.17 -1.45 -2.22
H 1.50 -1.14 -1.00
H 0.89 1.26 -0.82
H -0.49 1.05 -2.02
```

## Properties
Energy above the lowest of the compared OMol25 structures with the same formula, charge and spin (kJ/mol): 231.9
E_HOMO (eV): -9.695
2S+1: 1
Kohn-Sham gap (eV): 10.7

Quick look at the Mulliken charges, all values in e: atom 1 (O): -0.47, atom 2 (C): -0.01, atom 3 (C): -0.31, atom 4 (N): -0.33, atom 5 (C): -0.43, atom 6 (C): -0.33, atom 7 (H): 0.32, atom 8 (H): 0.36, atom 9 (H): 0.23, atom 10 (H): 0.24, atom 11 (H): 0.23, atom 12 (H): 0.26, atom 13 (H): 0.24

No. 5
Entry from the Open Molecules 2025 dataset: a single C18H20N4O2 molecule (ωB97M-V with the def2-TZVPD basis set).

Structure (XYZ):
```
44
Properties=species:S:1:pos:R:3
C 2.65 2.17 3.41
C 2.14 0.94 2.69
H 1.19 0.59 3.13
H 2.86 0.12 2.75
O 1.93 1.28 1.32
C 1.18 0.34 0.60
N 1.77 -0.97 0.68
C 2.23 -1.34 -0.44
N 2.87 -2.51 -0.65
H 3.12 -3.04 0.17
H 3.42 -2.63 -1.48
C 2.01 -0.38 -1.58
C 3.03 -0.27 -2.56
N 3.86 -0.25 -3.34
C 0.57 -0.05 -1.93
C -0.62 -0.87 -1.59
C -0.56 -2.21 -1.24
C -1.73 -2.89 -0.94
C -2.95 -2.25 -0.99
C -3.03 -0.91 -1.37
C -1.86 -0.24 -1.67
H -1.90 0.80 -1.97
C -4.36 -0.22 -1.46
H -4.24 0.86 -1.44
H -5.01 -0.53 -0.64
H -4.85 -0.50 -2.40
H -3.85 -2.79 -0.75
H -1.68 -3.93 -0.66
H 0.38 -2.73 -1.20
C 1.31 0.79 -0.90
C 1.59 2.15 -1.16
N 1.76 3.26 -1.39
H 0.47 0.46 -2.88
O -0.13 0.25 1.03
C -0.85 1.48 1.09
C -2.21 1.19 1.70
H -2.80 2.10 1.73
H -2.72 0.44 1.11
H -2.09 0.81 2.71
H -0.96 1.88 0.07
H -0.30 2.21 1.69
H 3.57 2.51 2.94
H 2.84 1.93 4.45
H 1.92 2.97 3.36
```

## Properties
Energy above the lowest of the compared OMol25 structures with the same formula, charge and spin (kJ/mol): 188.8
E_HOMO (eV): -9.246
2S+1: 1
Kohn-Sham gap (eV): 9.9

Quick look at the Mulliken charges, all values in e: atom 1 (C): -1.25, atom 2 (C): -0.27, atom 3 (H): 0.27, atom 4 (H): 0.33, atom 5 (O): -0.37, atom 6 (C): 1.69, atom 7 (N): -0.89, atom 8 (C): -0.97, atom 9 (N): -0.31, atom 10 (H): 0.28, atom 11 (H): 0.25, atom 12 (C): 0.67, atom 13 (C): 0.19, atom 14 (N): -0.56, atom 15 (C): -1.23, atom 16 (C): 0.34, atom 17 (C): -0.23, atom 18 (C): -1.14, atom 19 (C): -0.57, atom 20 (C): 0.65, atom 21 (C): 0.00, atom 22 (H): 0.47, atom 23 (C): -1.74, atom 24 (H): 0.36, atom 25 (H): 0.40, atom 26 (H): 0.43, atom 27 (H): 0.44, atom 28 (H): 0.42, atom 29 (H): 0.50, atom 30 (C): 0.80, atom 31 (C): -0.06, atom 32 (N): -0.60, atom 33 (H): 0.87, atom 34 (O): -0.43, atom 35 (C): 0.02, atom 36 (C): -1.38, atom 37 (H): 0.42, atom 38 (H): 0.19, atom 39 (H): 0.35, atom 40 (H): 0.17, atom 41 (H): 0.44, atom 42 (H): 0.31, atom 43 (H): 0.41, atom 44 (H): 0.31

No. 6
Entry from the Open Molecules 2025 dataset: a molecular structure, C3H4MgO3Tl (ωB97M-V with the def2-TZVPD basis set).

Structure (XYZ):
```
12
Properties=species:S:1:pos:R:3
C 2.92 0.61 1.69
C 2.17 1.27 0.67
H 3.55 -0.18 1.21
H 3.61 1.52 1.74
H 2.03 2.34 0.92
O -1.10 1.06 1.74
C -1.76 0.44 0.85
O -1.34 0.09 -0.26
O -2.99 0.14 1.11
Mg -1.21 1.76 3.49
Tl 0.78 0.29 -1.31
H 2.53 0.46 2.71
```

## Properties
Total charge: +2
Energy above the lowest of the compared OMol25 structures with the same formula, charge and spin (kJ/mol): 653.4
E_HOMO (spin up / spin down) (eV): -15.505 / -15.447
2S+1: 2
Kohn-Sham gap (spin up / spin down) (eV): 3.4 / 3.4

Quick look at the Mulliken charges, all values in e: atom 1 (C): -0.63, atom 2 (C): -0.40, atom 3 (H): 0.28, atom 4 (H): 0.32, atom 5 (H): 0.30, atom 6 (O): -0.60, atom 7 (C): 0.95, atom 8 (O): -0.47, atom 9 (O): -0.29, atom 10 (Mg): 1.51, atom 11 (Tl): 0.77, atom 12 (H): 0.26

no.,electronic energy (Eh)
1,-228.42703
2,-2753.37473
3,-2270.66604
4,-286.54333
5,-1067.38055
6,-714.17867